# 1
# C5H5BeO5

A structure of composition C5H5BeO5 at a distorted geometry (ωB97M-V/def2-TZVPD, the OMol25 dataset).

```
! RIJCOSX wB97M-V def2-TZVPD def2/J DEFGRID3
* xyz 0 2
O 2.43 -0.15 0.62
C 2.31 -1.26 0.08
O 2.87 -1.93 -0.72
O 0.46 2.03 2.17
C -0.51 2.51 1.49
C -1.02 2.06 0.34
O -0.36 0.91 -0.17
C -1.20 -0.20 -0.53
C -0.28 -1.38 -0.74
O 0.64 -1.45 0.35
Be 0.67 0.21 1.12
H -1.73 2.55 -0.32
H -1.75 0.04 -1.46
H -1.93 -0.38 0.27
H 0.28 -1.25 -1.68
H -0.87 -2.31 -0.81
*
```

## Properties
lowest unoccupied orbital energy (spin up / spin down) = -0.121 / -0.553 eV
<S²> = 0.756
maximum force = 2.95 eV Å⁻¹
E = -584.43261 Eh
energy relative to the best compared isomer or geometry (same formula, charge and spin) = 0.00 kcal/mol
molecular weight = 154.10 g/mol

# 2
# C4H10S

A cluster of 2 separate species, C4H10S in total at a distorted geometry (ωB97M-V/def2-TZVPD, the OMol25 dataset).

```
! RIJCOSX wB97M-V def2-TZVPD def2/J DEFGRID3
* xyz 0 1
C 1.57 -0.85 1.00
C 1.25 0.65 1.19
C 1.90 0.65 -0.08
S -1.11 -0.53 -0.45
C -2.37 0.66 -1.18
H 1.09 -1.33 1.87
H 1.20 -1.46 0.18
H 2.62 -1.13 1.15
H 1.78 1.14 2.01
H 0.18 0.80 1.25
H 1.25 0.61 -0.95
H 2.98 0.59 -0.21
H -2.79 0.12 -2.03
H -3.08 0.76 -0.37
H -1.80 1.49 -1.56
*
```

## Properties
lowest unoccupied orbital energy = -1.593 eV
maximum force = 2.89 eV Å⁻¹
E = -556.39426 Eh
energy relative to the best compared isomer or geometry (same formula, charge and spin) = 117.80 kcal/mol
molecular weight = 90.19 g/mol

# 3
# C18H20O10

A cluster of 4 separate species, C18H20O10 in total at a distorted geometry (ωB97M-V/def2-TZVPD, the OMol25 dataset).

```
! RIJCOSX wB97M-V def2-TZVPD def2/J DEFGRID3
* xyz 0 1
O 6.16 -31.62 -11.26
C 6.60 -30.83 -10.47
C 6.52 -31.05 -9.03
C 7.38 -30.07 -8.05
O 7.39 -30.30 -6.71
C 8.22 -28.97 -8.59
O 8.98 -28.37 -7.89
C 8.01 -28.64 -10.02
C 7.14 -29.58 -10.92
O 7.17 -29.46 -12.27
H 5.82 -31.76 -8.57
H 6.77 -30.90 -6.39
H 8.36 -27.83 -10.55
H 7.11 -30.38 -12.48
O 9.61 -35.88 -10.16
C 9.74 -34.62 -10.41
C 9.07 -34.10 -11.51
C 9.24 -32.68 -11.92
O 8.68 -32.21 -13.04
C 10.01 -31.84 -11.01
O 10.27 -30.63 -11.38
C 10.65 -32.42 -9.87
C 10.59 -33.82 -9.56
O 11.13 -34.31 -8.44
H 8.20 -34.49 -11.93
H 7.99 -32.76 -13.52
H 11.08 -31.74 -9.11
H 11.23 -35.32 -8.42
C 10.42 -38.17 -7.11
C 11.89 -37.85 -7.31
C 12.92 -38.34 -6.38
O 12.19 -37.15 -8.27
H 9.99 -37.46 -6.55
H 10.35 -39.23 -6.96
H 9.89 -38.06 -8.07
H 12.61 -38.13 -5.17
H 13.76 -37.75 -6.54
H 13.07 -39.39 -6.49
C 5.29 -35.08 -12.38
C 5.65 -34.11 -13.40
C 4.60 -33.12 -13.92
O 6.76 -34.19 -13.95
H 4.54 -35.97 -12.63
H 4.89 -34.34 -11.60
H 6.05 -35.69 -11.99
H 4.74 -32.02 -13.60
H 3.74 -33.33 -13.43
H 4.59 -33.11 -14.83
*
```

## Properties
lowest unoccupied orbital energy = -2.072 eV
SMILES = O=C1C=C(O)C(=O)C=C1O.O=C1C=C(O)C(=O)C=C1O.CC(C)=O.CC(C)=O
maximum force = 10.36 eV Å⁻¹
E = -1450.00222 Eh
energy relative to the best compared isomer or geometry (same formula, charge and spin) = 8.42 kcal/mol
molecular weight = 396.35 g/mol

# 4
# C32H46AuN2O4PS

A structure of composition C32H46AuN2O4PS (ωB97M-V/def2-TZVPD, the OMol25 dataset).

```
! RIJCOSX wB97M-V def2-TZVPD def2/J DEFGRID3
* xyz 0 1
Au -0.46 0.27 -0.42
N -0.25 -1.78 0.90
C 0.15 -2.66 -0.23
C -0.88 -2.48 -1.35
O -1.40 -3.44 -1.89
N -1.18 -1.19 -1.59
C -2.48 -0.80 -2.11
C -3.30 -0.33 -0.89
O -4.50 -0.53 -0.78
O -2.60 0.30 0.02
H 0.39 -1.89 1.68
H -1.18 -2.02 1.24
H 0.20 -3.71 0.04
H 1.13 -2.33 -0.59
H -2.96 -1.63 -2.62
H -2.37 0.05 -2.79
C 4.92 2.34 -9.92
C 4.10 2.19 -8.66
O 3.23 1.38 -8.51
S 4.61 3.36 -7.39
C 3.65 2.80 -6.02
C 2.26 2.90 -6.03
C 1.52 2.40 -4.97
C 2.16 1.82 -3.88
C 3.55 1.75 -3.86
C 4.29 2.23 -4.92
C 1.39 1.29 -2.78
C 0.72 0.89 -1.86
H 4.31 2.05 -10.78
H 5.77 1.66 -9.85
H 5.30 3.35 -10.03
H 1.76 3.36 -6.88
H 0.44 2.47 -4.99
H 4.05 1.31 -3.00
H 5.37 2.16 -4.91
C 0.48 6.06 -1.32
C -0.36 4.96 -1.97
C -0.72 3.87 -0.95
C 0.40 3.67 0.10
C 1.76 4.00 -0.54
C 1.83 5.50 -0.85
P 0.28 2.04 0.93
C 1.94 1.69 1.66
C 2.96 1.18 0.62
C 3.17 -0.33 0.73
C 3.74 -0.73 2.09
C 3.21 0.19 3.21
C 1.83 0.73 2.86
C -0.81 2.29 2.39
C -2.28 2.57 2.03
C -3.03 2.94 3.31
C -2.53 4.28 3.89
C -1.12 4.61 3.41
C -0.25 3.35 3.37
H -0.08 6.47 -0.47
H 0.63 6.89 -2.02
H 0.20 4.52 -2.81
H -1.27 5.38 -2.39
H -0.90 2.93 -1.47
H -1.65 4.14 -0.45
H 0.26 4.39 0.92
H 1.86 3.41 -1.46
H 2.60 3.73 0.10
H 2.59 5.66 -1.61
H 2.16 6.04 0.04
H 2.29 2.66 2.04
H 3.91 1.69 0.77
H 2.63 1.42 -0.39
H 3.84 -0.66 -0.07
H 2.22 -0.82 0.54
H 4.83 -0.68 2.07
H 3.48 -1.77 2.31
H 3.89 1.03 3.36
H 3.18 -0.35 4.16
H 1.40 1.25 3.72
H 1.16 -0.10 2.62
H -0.80 1.31 2.88
H -2.73 1.70 1.55
H -2.36 3.40 1.33
H -2.89 2.13 4.04
H -4.10 2.98 3.12
H -2.55 4.24 4.98
H -3.21 5.08 3.59
H -0.66 5.34 4.08
H -1.15 5.07 2.42
H -0.21 2.92 4.37
H 0.78 3.63 3.12
*
```

## Properties
lowest unoccupied orbital energy = -0.351 eV
maximum force = 0.99 eV Å⁻¹
E = -2532.62278 Eh
energy relative to the best compared isomer or geometry (same formula, charge and spin) = 0.00 kcal/mol
molecular weight = 782.74 g/mol

# 5
# C19H27LiN2O4Si2

A structure of composition C19H27LiN2O4Si2 (ωB97M-V/def2-TZVPD, the OMol25 dataset).

```
! RIJCOSX wB97M-V def2-TZVPD def2/J DEFGRID3
* xyz 0 1
Li -1.33 -0.38 0.22
O -1.21 3.65 0.36
C -1.54 2.36 0.35
O -0.77 1.47 0.61
C -2.96 2.07 -0.01
C -3.95 3.04 -0.18
C -5.22 2.60 -0.48
C -5.46 1.23 -0.59
C -4.41 0.35 -0.42
N -3.18 0.77 -0.13
C -4.50 -1.16 -0.51
O -5.68 -1.70 -0.85
O -3.55 -1.85 -0.29
H -0.27 3.71 0.58
H -3.71 4.09 -0.08
H -6.03 3.31 -0.61
H -6.47 0.90 -0.81
H -6.35 -1.03 -1.02
C 1.35 -0.51 3.14
Si 2.35 0.19 1.69
C 2.33 2.07 1.90
C 4.14 -0.33 2.03
C 1.65 -0.41 0.13
C 1.17 -1.79 0.20
C 2.03 -2.91 0.21
C 1.54 -4.19 0.25
C 0.16 -4.39 0.27
C -0.64 -3.27 0.25
N -0.17 -2.01 0.22
Si 1.78 0.25 -1.54
C 0.40 -0.47 -2.63
C 3.39 -0.18 -2.44
C 1.61 2.13 -1.68
H 1.72 -0.17 4.11
H 1.39 -1.61 3.14
H 0.30 -0.22 3.06
H 2.95 2.36 2.75
H 1.32 2.43 2.09
H 2.73 2.58 1.02
H 4.51 0.03 3.00
H 4.80 0.05 1.25
H 4.22 -1.42 2.03
H 3.10 -2.72 0.18
H 2.21 -5.04 0.26
H -0.28 -5.38 0.29
H -1.72 -3.36 0.25
H 0.48 -1.56 -2.67
H 0.45 -0.09 -3.65
H -0.59 -0.23 -2.23
H 3.51 -1.26 -2.49
H 4.25 0.23 -1.90
H 3.42 0.21 -3.47
H 0.57 2.44 -1.54
H 1.93 2.47 -2.67
H 2.22 2.65 -0.94
*
```

## Properties
lowest unoccupied orbital energy = -1.382 eV
maximum force = 0.61 eV Å⁻¹
E = -1737.31674 Eh
molecular weight = 410.55 g/mol

# 6
# C4H10NOS2

A cluster of 2 separate species, C4H10NOS2 in total at a distorted geometry (ωB97M-V/def2-TZVPD, the OMol25 dataset).

```
! RIJCOSX wB97M-V def2-TZVPD def2/J DEFGRID3
* xyz -1 1
C 2.19 -0.22 0.14
C 0.89 -0.30 -0.57
C -0.32 -0.59 0.37
C -1.36 -1.31 -0.39
N -2.73 -0.90 0.10
O -3.78 -1.53 -0.29
S -0.80 0.72 1.45
S 0.08 3.26 -0.49
H 2.12 0.49 0.97
H 3.06 -0.10 -0.57
H 2.52 -1.22 0.54
H 1.00 -0.98 -1.39
H 0.71 0.62 -1.16
H 0.05 -1.44 0.92
H -1.30 -2.08 -1.13
H -2.86 -0.10 0.79
H -0.58 2.39 0.42
H 1.11 3.28 0.28
*
```

## Properties
lowest unoccupied orbital energy (spin up / spin down) = 3.462 / 3.463 eV
maximum force = 8.82 eV Å⁻¹
E = -1084.69441 Eh
energy relative to the best compared isomer or geometry (same formula, charge and spin) = 48.49 kcal/mol
molecular weight = 152.26 g/mol

The highest maximum force belongs to which entry?
C18H20O10

What is the E in the first record?
-584.43261 Eh

Please write out number 6 again, unchanged.
# C4H10NOS2

A cluster of 2 separate species, C4H10NOS2 in total at a distorted geometry (ωB97M-V/def2-TZVPD, the OMol25 dataset).

```
! RIJCOSX wB97M-V def2-TZVPD def2/J DEFGRID3
* xyz -1 1
C 2.19 -0.22 0.14
C 0.89 -0.30 -0.57
C -0.32 -0.59 0.37
C -1.36 -1.31 -0.39
N -2.73 -0.90 0.10
O -3.78 -1.53 -0.29
S -0.80 0.72 1.45
S 0.08 3.26 -0.49
H 2.12 0.49 0.97
H 3.06 -0.10 -0.57
H 2.52 -1.22 0.54
H 1.00 -0.98 -1.39
H 0.71 0.62 -1.16
H 0.05 -1.44 0.92
H -1.30 -2.08 -1.13
H -2.86 -0.10 0.79
H -0.58 2.39 0.42
H 1.11 3.28 0.28
*
```

## Properties
lowest unoccupied orbital energy (spin up / spin down) = 3.462 / 3.463 eV
maximum force = 8.82 eV Å⁻¹
E = -1084.69441 Eh
energy relative to the best compared isomer or geometry (same formula, charge and spin) = 48.49 kcal/mol
molecular weight = 152.26 g/mol